[1]
Formula: C4H13N2Si
Source: the OMol25 dataset
Level of theory: the ωB97M-V functional and the def2-TZVPD basis

The geometry in XYZ format:
```
20
Properties=species:S:1:pos:R:3:forces:R:3:lowdin_charge:R:1
C 1.636 0.068 -2.512 -4.403 -1.774 -0.285 -0.337
C -0.199 -1.765 0.608 1.218 -0.008 2.256 -0.148
C -1.651 0.922 0.020 -1.426 -0.966 0.879 -0.170
C -0.863 0.508 3.004 0.553 -1.137 -0.522 -0.166
N 0.344 -0.113 -2.300 2.246 1.364 1.061 0.032
N 2.433 0.629 -1.635 2.750 0.503 0.610 0.105
Si -0.856 -0.195 1.296 -0.672 1.198 -0.934 0.946
H 2.109 -0.379 -3.359 0.552 0.137 -0.732 0.119
H 0.756 -2.166 1.043 -0.657 0.769 -0.212 0.080
H -0.840 -2.618 0.688 -0.874 -0.359 -0.209 0.047
H -0.041 -1.430 -0.377 0.244 -0.028 -1.797 -0.025
H -1.864 1.939 0.311 -0.087 0.228 0.743 0.035
H -1.165 1.018 -0.923 0.597 -0.656 -0.809 -0.014
H -2.678 0.437 -0.156 1.177 0.475 0.061 0.089
H -1.126 1.551 2.955 -0.232 0.360 -0.002 0.036
H -1.615 -0.065 3.593 0.857 0.349 0.099 0.068
H 0.200 0.424 3.330 -0.867 -0.184 0.486 0.063
H -0.234 -0.444 -3.046 0.443 -0.429 -0.782 0.035
H 3.438 0.600 -1.760 -0.369 -0.105 -0.374 0.115
H 2.217 1.078 -0.780 -1.051 0.263 0.462 0.090
```
Positions in Å, forces in eV/Å.

Calculated values
Energy relative to the best compared isomer or geometry (same formula, charge and spin) (kcal/mol): 48.38
Orbital gap (eV): 7.487
Largest force on an atom (Eh/bohr): 0.0925
Total charge: +1
2S+1: 1
HOMO energy (eV): -12.46



[2]
Formula: C34H53N7O3S3
Source: the OMol25 dataset
Level of theory: the ωB97M-V functional and the def2-TZVPD basis

The geometry in XYZ format:
```
100
Properties=species:S:1:pos:R:3:forces:R:3:lowdin_charge:R:1
C -2.068 9.874 -7.295 0.477 -0.218 0.207 -0.263
S -3.355 10.916 -6.622 -0.377 -0.050 0.009 0.814
O -4.206 11.351 -7.767 0.140 0.245 -0.240 -0.560
C -4.321 9.614 -5.862 0.175 -0.572 0.275 -0.248
H -2.469 9.013 -7.825 -0.143 0.146 -0.148 0.059
H -1.447 9.519 -6.468 -0.086 0.053 0.034 0.059
H -1.437 10.484 -7.941 -0.135 0.041 -0.089 0.044
H -4.392 8.755 -6.531 -0.072 0.171 -0.189 0.057
H -5.312 10.022 -5.676 0.045 0.129 0.106 0.038
H -3.862 9.264 -4.934 -0.022 0.230 0.049 0.059
C -8.738 18.293 -9.306 0.216 0.068 -0.167 -0.228
S -8.804 18.653 -11.063 -0.444 0.055 0.378 0.854
O -7.418 18.464 -11.582 0.481 -0.238 -0.164 -0.580
C -9.750 17.224 -11.555 -0.312 -0.030 -0.418 -0.257
H -8.086 19.054 -8.878 -0.095 -0.010 0.135 0.034
H -8.295 17.310 -9.160 -0.047 -0.010 0.003 0.039
H -9.742 18.341 -8.889 -0.018 0.053 0.024 0.063
H -10.750 17.334 -11.131 0.041 -0.095 0.068 0.060
H -9.293 16.278 -11.272 0.127 0.093 0.190 0.064
H -9.843 17.264 -12.641 0.037 0.019 0.023 0.055
C -4.904 16.918 -13.996 -0.492 0.191 -0.075 -0.269
S -4.203 16.633 -15.624 0.081 -0.339 0.181 0.852
O -2.927 15.881 -15.367 -0.083 0.180 -0.217 -0.558
C -5.395 15.386 -16.108 -0.363 0.131 -0.213 -0.264
H -5.930 17.286 -14.080 0.061 0.038 -0.140 0.054
H -4.309 17.685 -13.504 0.129 -0.141 0.086 0.025
H -4.911 15.978 -13.447 0.232 0.028 0.088 0.064
H -5.285 14.527 -15.448 -0.029 0.015 0.070 0.063
H -5.250 15.088 -17.144 0.269 0.045 0.023 0.051
H -6.386 15.838 -16.035 -0.007 -0.118 0.103 0.054
N -4.586 20.590 -7.573 -0.222 -0.035 0.166 0.009
C -5.288 21.744 -7.313 0.495 -0.287 0.060 -0.139
C -6.235 21.886 -8.286 0.100 0.240 -0.302 -0.107
C -6.101 20.782 -9.175 0.077 -0.313 0.325 -0.120
C -5.097 19.982 -8.679 -0.163 0.155 -0.416 -0.126
H -3.823 20.232 -7.028 -0.072 0.027 0.038 0.145
H -5.003 22.361 -6.479 -0.121 0.095 -0.013 0.104
H -6.870 22.749 -8.403 -0.146 -0.095 0.038 0.090
H -6.660 20.552 -10.066 -0.042 0.183 -0.058 0.066
H -4.726 19.042 -9.056 0.129 0.017 0.086 0.102
N -6.797 12.276 -3.325 -0.075 0.043 0.035 0.004
C -7.111 12.315 -4.658 -0.212 -0.242 0.110 -0.138
C -6.029 12.818 -5.320 0.254 0.553 -0.249 -0.129
C -5.061 13.180 -4.350 0.376 -0.593 0.219 -0.112
C -5.545 12.786 -3.130 -0.105 0.184 0.120 -0.138
H -7.392 11.932 -2.593 -0.044 0.046 -0.068 0.143
H -8.090 12.035 -5.007 0.052 -0.159 -0.052 0.106
H -5.887 12.950 -6.378 -0.299 0.056 -0.046 0.069
H -4.078 13.581 -4.533 -0.030 0.081 -0.030 0.093
H -5.129 12.842 -2.138 0.064 0.035 -0.033 0.105
N -5.355 16.670 -10.497 0.024 -0.164 -0.389 0.023
C -4.020 16.429 -10.681 0.098 0.370 0.482 -0.137
C -3.673 15.377 -9.877 0.233 -0.491 -0.107 -0.091
C -4.851 14.901 -9.250 -0.466 0.147 0.201 -0.100
C -5.870 15.717 -9.660 -0.121 0.456 -0.122 -0.142
H -5.914 17.375 -10.963 -0.002 -0.079 0.047 0.086
H -3.374 17.055 -11.275 -0.144 0.085 -0.072 0.088
H -2.681 14.970 -9.780 -0.013 -0.047 -0.057 0.068
H -5.002 14.096 -8.551 0.360 -0.108 -0.036 0.070
H -6.923 15.727 -9.435 0.036 -0.200 0.100 0.091
N -1.576 17.235 -13.298 0.120 -0.075 -0.349 0.016
C -0.930 16.812 -12.179 0.426 -0.008 0.383 -0.153
C -0.583 17.919 -11.450 -0.208 0.574 0.205 -0.123
C -1.052 19.061 -12.156 0.007 -0.058 0.150 -0.109
C -1.635 18.597 -13.306 -0.239 0.057 0.062 -0.161
H -1.949 16.669 -14.058 0.153 -0.222 0.107 0.076
H -0.701 15.786 -11.947 -0.245 -0.124 -0.243 0.111
H -0.101 17.970 -10.487 0.079 -0.277 -0.028 0.081
H -1.006 20.084 -11.822 0.099 0.036 -0.121 0.087
H -2.092 19.118 -14.131 -0.020 0.053 -0.032 0.101
N -6.835 11.854 -8.891 -0.531 0.061 0.081 0.023
C -7.093 12.245 -10.168 0.875 -0.337 -0.440 -0.153
C -8.212 11.599 -10.619 -0.320 0.352 0.350 -0.116
C -8.703 10.831 -9.524 -0.079 0.018 -0.097 -0.120
C -7.833 11.010 -8.480 0.230 -0.028 0.071 -0.146
H -5.966 12.030 -8.405 -0.017 -0.192 0.035 0.066
H -6.341 12.806 -10.699 -0.196 0.229 -0.012 0.103
H -8.663 11.758 -11.585 -0.017 -0.203 -0.035 0.082
H -9.585 10.211 -9.500 -0.036 0.047 -0.011 0.083
H -7.859 10.620 -7.476 0.076 -0.062 -0.017 0.096
N 1.642 14.160 -8.339 0.298 0.329 -0.319 -0.004
C 1.067 15.345 -8.729 0.016 -0.448 0.079 -0.127
C -0.286 15.198 -8.578 -0.130 0.469 0.308 -0.124
C -0.529 13.908 -8.049 -0.063 -0.396 -0.228 -0.107
C 0.683 13.271 -7.955 0.021 0.116 0.277 -0.145
H 2.627 13.973 -8.390 -0.041 -0.076 0.033 0.143
H 1.675 16.162 -9.074 -0.054 0.048 -0.037 0.105
H -1.038 15.952 -8.740 0.084 0.061 -0.122 0.080
H -1.496 13.492 -7.813 0.019 -0.025 0.010 0.082
H 0.970 12.293 -7.609 -0.126 -0.054 0.010 0.101
N -6.417 20.478 -13.369 0.544 -0.307 -0.031 0.012
C -5.274 20.914 -13.974 0.072 0.275 0.056 -0.141
C -5.568 22.062 -14.657 -0.030 -0.041 -0.106 -0.114
C -6.960 22.295 -14.505 0.020 0.339 0.049 -0.114
C -7.445 21.316 -13.677 -0.145 -0.204 -0.069 -0.148
H -6.484 19.683 -12.749 -0.227 0.055 -0.003 0.078
H -4.323 20.423 -13.885 -0.007 -0.180 0.259 0.090
H -4.837 22.678 -15.154 -0.120 -0.019 -0.220 0.088
H -7.527 23.096 -14.949 -0.032 0.026 0.094 0.086
H -8.429 21.113 -13.289 -0.058 0.122 -0.064 0.097
```
Positions in Å, forces in eV/Å.

Calculated values
Energy relative to the best compared isomer or geometry (same formula, charge and spin) (kcal/mol): 0.00
Orbital gap (eV): 8.094
Largest force on an atom (Eh/bohr): 0.0201
2S+1: 1
HOMO energy (eV): -7.74



[3]
Formula: C4H14N2O
Source: the OMol25 dataset
Level of theory: the ωB97M-V functional and the def2-TZVPD basis

The geometry in XYZ format:
```
21
Properties=species:S:1:pos:R:3:forces:R:3:lowdin_charge:R:1
C 0.717 -2.000 -1.332 -0.858 -0.536 -0.312 -0.122
C -0.292 -0.960 -1.884 -1.289 -0.222 -0.098 -0.250
C -1.135 -0.262 -0.775 0.990 0.876 -0.289 -0.260
N -0.203 0.697 -0.046 -0.921 -2.109 -0.357 -0.086
C -0.990 1.382 1.029 0.480 -0.034 -2.892 -0.328
N -0.072 2.366 1.516 -1.157 -2.225 1.548 0.024
H 0.317 -2.642 -0.491 0.522 1.387 -0.295 0.096
H 1.693 -1.563 -1.209 0.285 0.092 0.883 0.059
H 0.891 -2.790 -2.046 0.041 -0.107 -0.802 0.049
H 0.146 -0.158 -2.556 -0.122 -0.926 1.048 0.120
H -1.024 -1.474 -2.545 0.406 0.098 0.373 0.097
H -1.620 -0.915 -0.029 0.414 -0.492 -0.363 0.103
H -2.017 0.231 -1.254 0.933 0.306 0.310 0.108
H 0.610 0.053 0.264 -1.774 1.723 -0.138 0.094
H -1.898 1.784 0.436 1.144 -0.262 0.959 0.124
H -1.415 0.653 1.736 0.421 0.480 0.550 0.107
H 0.561 2.783 0.927 1.117 0.790 -1.899 0.043
H -0.305 2.889 2.293 -0.644 1.118 1.594 0.040
O 2.227 -0.358 1.903 -2.406 -3.396 -0.696 -0.023
H 1.270 -0.180 1.979 0.451 -0.446 0.072 0.030
H 2.539 0.464 2.083 1.966 3.885 0.805 -0.026
```
Positions in Å, forces in eV/Å.

Calculated values
Energy relative to the best compared isomer or geometry (same formula, charge and spin) (kcal/mol): 50.52
Orbital gap (eV): 9.994
Largest force on an atom (Eh/bohr): 0.0861
SMILES: CCCNCN.O
2S+1: 1
HOMO energy (eV): -8.97



[4]
Formula: C2H4O2
Source: the OMol25 dataset
Level of theory: the ωB97M-V functional and the def2-TZVPD basis

The geometry in XYZ format:
```
8
Properties=species:S:1:pos:R:3:forces:R:3:lowdin_charge:R:1
C -3.584 2.253 -1.106 -0.132 0.626 -1.725 -0.131
O -3.817 2.350 -2.305 0.420 -0.391 2.173 -0.031
H -2.854 1.517 -0.692 -0.382 0.160 -0.244 0.081
H -4.044 2.967 -0.382 0.094 -0.394 -0.202 0.081
C 3.565 -2.281 1.115 0.360 0.529 0.742 -0.142
O 3.659 -1.606 2.119 -0.254 -0.702 -1.117 -0.021
H 2.794 -2.086 0.332 0.217 -0.058 0.348 0.081
H 4.281 -3.114 0.920 -0.323 0.231 0.025 0.081
```
Positions in Å, forces in eV/Å.

Calculated values
Energy relative to the best compared isomer or geometry (same formula, charge and spin) (kcal/mol): 57.20
Orbital gap (eV): 11.069
Largest force on an atom (Eh/bohr): 0.0437
SMILES: C=O.C=O
2S+1: 1
HOMO energy (eV): -10.34



[5]
Formula: C5H35NO12S
Source: the OMol25 dataset
Level of theory: the ωB97M-V functional and the def2-TZVPD basis

The geometry in XYZ format:
```
54
Properties=species:S:1:pos:R:3:forces:R:3:lowdin_charge:R:1
O 0.610 -2.653 0.787 0.444 0.159 -0.083 -0.078
C 0.676 -1.651 1.829 1.575 -1.202 -0.508 -0.233
C -0.619 -1.076 2.251 -1.447 0.456 3.041 -0.162
C -1.031 0.187 1.477 -0.274 -1.723 0.679 -0.213
N -1.664 -0.186 0.186 0.402 -0.401 2.076 -0.062
C -2.549 0.859 -0.243 -0.886 -0.173 -0.866 -0.296
C -2.719 0.937 -1.782 -2.213 0.568 -0.277 -0.523
S -1.861 2.330 -2.652 0.424 -0.727 0.978 0.704
H -0.282 -2.889 0.550 -0.576 0.026 0.256 0.089
H 1.383 -0.882 1.491 -0.684 0.380 -0.387 0.082
H 1.370 -2.106 2.539 -0.862 -0.185 0.872 0.126
H -0.648 -1.007 3.448 0.551 0.809 -2.454 0.170
H -1.560 -1.647 2.232 0.950 -0.950 -0.570 0.080
H -1.823 0.583 2.064 -0.604 0.894 0.485 0.102
H -0.215 0.885 1.423 0.190 0.439 -0.417 0.091
H -0.932 -0.480 -0.408 0.644 0.181 -1.447 0.064
H -3.494 0.709 0.343 0.164 -0.119 -0.970 0.120
H -2.270 1.824 0.110 0.776 0.950 0.149 0.077
H -3.838 1.143 -1.956 1.624 -0.225 -0.030 0.091
H -2.507 0.022 -2.352 -0.003 0.234 0.631 0.031
H -0.642 2.015 -2.124 -0.415 0.241 -0.382 -0.161
O -1.139 -2.439 -3.346 1.130 0.799 0.995 -0.062
H -1.594 -1.839 -2.718 -0.239 -0.915 -1.009 -0.003
H -1.744 -2.713 -4.024 -0.590 0.033 -0.151 0.034
O 3.495 -0.270 1.508 -0.155 1.140 0.984 -0.075
H 4.353 0.183 1.566 -0.315 -0.555 -0.513 0.076
H 3.349 -0.565 0.610 0.721 -0.288 -0.274 0.007
O -3.193 -2.245 -1.617 0.262 -0.277 -0.492 -0.033
H -2.917 -1.981 -0.745 0.148 0.355 0.741 0.008
H -4.142 -2.250 -1.631 -0.663 0.016 0.099 0.055
O 1.256 4.265 -1.294 0.023 -0.096 0.134 -0.064
H 0.335 4.511 -1.209 -0.293 0.229 -0.094 0.015
H 1.242 3.319 -1.108 0.268 -0.287 -0.030 -0.017
O -0.662 3.109 1.851 1.648 2.813 0.015 -0.112
H -0.205 2.951 2.707 -0.396 0.033 -0.704 0.051
H -0.268 4.030 1.577 -1.154 -2.614 0.702 0.101
O 1.845 1.226 -0.960 -0.161 1.122 1.345 -0.076
H 2.227 1.192 -0.073 -0.102 0.038 -0.116 0.047
H 1.289 0.446 -1.037 -0.190 -0.731 0.009 -0.011
O 4.489 -2.109 -0.068 -0.365 -0.149 -1.500 -0.047
H 5.352 -2.454 -0.278 0.725 -0.221 0.410 0.042
H 4.133 -2.084 -0.980 -0.308 0.088 0.580 0.069
O -3.757 -1.743 2.332 -0.874 1.063 -1.458 -0.075
H -3.404 -1.507 1.440 0.146 -0.332 0.841 0.009
H -4.607 -1.248 2.277 0.634 -0.608 0.532 0.061
O 2.840 1.674 3.460 0.298 -0.168 -0.884 -0.071
H 3.082 1.929 2.553 -0.247 0.551 0.444 0.023
H 2.966 0.727 3.315 -0.275 -0.254 0.529 0.007
O 2.631 0.913 -3.327 -0.286 -0.204 -0.626 -0.094
H 1.855 0.922 -2.720 1.517 0.605 -1.100 -0.001
H 2.898 1.814 -3.580 -0.642 -0.477 0.504 0.042
O 1.082 -1.283 -1.388 0.058 0.729 0.253 -0.052
H 0.460 -1.841 -1.866 0.095 -0.278 -0.131 0.037
H 1.066 -1.555 -0.441 -0.197 -0.791 -0.811 0.012
```
Positions in Å, forces in eV/Å.

Calculated values
Energy relative to the best compared isomer or geometry (same formula, charge and spin) (kcal/mol): 105.66
Orbital gap (eV): 9.301
Largest force on an atom (Eh/bohr): 0.0661
SMILES: OCCCNCCS.O.O.O.O.O.O.O.O.O.O.O
2S+1: 1
HOMO energy (eV): -9.25



[6]
Formula: C5H2Br5P
Source: the OMol25 dataset
Level of theory: the ωB97M-V functional and the def2-TZVPD basis

The geometry in XYZ format:
```
13
Properties=species:S:1:pos:R:3:forces:R:3:lowdin_charge:R:1
Br -3.463 0.544 0.252 0.220 -0.036 -0.123 0.761
C -1.606 0.160 0.069 -0.181 0.102 -0.092 -0.688
C -0.739 1.233 0.270 -0.170 0.073 0.131 -0.275
C 0.631 1.218 0.230 0.801 -0.301 -0.213 -0.947
Br 1.564 2.832 0.622 -0.364 -0.221 0.019 0.679
P 1.627 -0.152 -0.316 -2.304 -1.004 0.591 0.148
Br 2.792 -0.748 1.436 0.151 -0.138 -0.061 0.328
Br 3.314 0.769 -1.559 -0.078 -0.238 -0.040 0.188
C -0.016 -1.679 -0.123 2.446 2.045 -0.402 -0.755
Br 0.454 -3.349 -0.796 -0.093 -0.121 0.015 0.693
C -1.269 -1.155 -0.236 -0.468 -0.157 0.295 -0.308
H -1.198 2.177 0.538 0.007 0.011 -0.028 0.083
H -2.090 -1.851 -0.386 0.033 -0.016 -0.092 0.093
```
Positions in Å, forces in eV/Å.

Calculated values
Orbital gap (alpha / beta) (eV): 6.011 / 5.944
Largest force on an atom (Eh/bohr): 0.0625
SMILES: BrC1=CC(Br)=P(Br)(Br)C(Br)=C1
2S+1: 1
HOMO energy (alpha / beta) (eV): -8.04 / -8.04



Q: What is the formula in the fourth record?
A: C2H4O2